No. 1
DFT (ωB97M-V/def2-TZVPD) results for an isolated molecule of C3H5N3.

Geometry as XYZ:
```
11
Properties=species:S:1:pos:R:3:forces:R:3
N -1.432325 0.206216 1.141169 0.0 0.0 0.0
C -0.403303 0.054415 0.297189 -0.1 0.0 -0.3
N -0.764784 0.118764 -0.953010 0.3 0.0 -0.1
C 0.410146 -0.044989 -1.651616 0.4 -0.1 -0.3
N 1.504315 -0.213182 -0.996637 -0.1 0.0 -0.1
C 1.087732 -0.167595 0.405052 -0.1 0.0 0.1
H -1.470800 0.198146 2.145024 0.1 0.0 -0.3
H -2.209883 0.327930 0.497897 -0.6 0.1 1.2
H 0.324422 -0.018148 -2.733166 0.4 -0.1 0.0
H 1.605946 0.642328 0.933659 -0.2 -0.1 -0.1
H 1.348533 -1.103887 0.914440 -0.1 0.1 -0.1
```
Forces are in eV/Å.

Output
relative energy (zero: lowest compared OMol25 entry of this formula, charge and spin): 15.1 kcal/mol
orbital gap: 9.6 eV
E_HOMO: -8.8 eV
DFT total energy: -281.56597 hartree

***

No. 2
DFT (ωB97M-V/def2-TZVPD) results for a cluster of 2 separate species, C18H18N2 in total.

Geometry as XYZ:
```
38
Properties=species:S:1:pos:R:3:forces:R:3
C -0.348892 -2.108822 -4.937898 0.7 -0.6 0.2
C 0.248106 -1.318684 -3.806958 -0.2 -0.7 -0.4
C 1.491448 -1.515507 -3.321239 0.3 0.8 0.3
N 1.853124 -0.525088 -2.376905 -0.7 -0.6 -0.6
C 0.708314 0.303661 -2.256109 1.1 -1.3 0.3
C 0.642325 1.380358 -1.408174 -1.0 1.3 -0.7
C -0.587626 2.078034 -1.390800 0.9 -0.8 0.6
C -1.636814 1.569420 -2.124175 -0.7 -0.4 -1.6
C -1.512463 0.491811 -3.020635 -0.3 0.2 0.4
C -0.303493 -0.180245 -3.115562 0.3 0.7 0.9
H -1.428063 -2.245384 -4.908305 -0.1 0.7 -0.2
H -0.001120 -3.147854 -4.922725 0.3 0.1 0.2
H 0.072681 -1.708144 -5.862085 -0.8 0.1 -0.3
H 2.262978 -2.208968 -3.616341 -0.2 -0.3 0.0
H 2.232254 -0.959920 -1.540200 0.2 0.7 0.1
H 1.581240 1.765492 -1.033804 -0.2 0.0 0.6
H -0.783164 2.922112 -0.745179 0.3 0.2 -0.1
H -2.590383 2.077757 -2.197194 0.0 0.1 0.5
H -2.392931 0.175279 -3.564077 0.1 0.0 -0.2
C -2.096268 1.122927 1.548877 -0.7 1.1 1.0
C -1.253856 0.852959 2.755747 0.6 -0.3 -0.4
C -1.395044 1.309389 4.016995 0.9 -0.2 0.1
N -0.162882 1.146393 4.748906 -1.7 -1.4 -0.8
C 0.573928 0.234421 3.958276 0.7 1.1 1.6
C 1.686784 -0.482407 4.358285 0.3 -0.7 -0.9
C 2.296662 -1.228192 3.353139 -0.2 0.7 0.4
C 1.849643 -1.183466 2.025115 0.2 -0.9 -0.3
C 0.693849 -0.519514 1.652838 -0.2 0.5 1.1
C 0.053247 0.181062 2.683430 -1.1 0.2 -0.5
H -3.141249 1.357388 1.798097 0.0 -0.7 0.1
H -2.034936 0.369200 0.776245 0.1 0.0 -0.2
H -1.800760 2.120652 1.226729 0.4 -0.2 -0.8
H -2.300733 1.660189 4.479196 0.1 0.5 0.1
H -0.273122 0.902743 5.722551 0.1 0.1 0.1
H 2.032102 -0.565116 5.379458 0.0 0.3 0.0
H 3.155114 -1.817728 3.626673 0.2 -0.2 -0.2
H 2.407945 -1.820944 1.345678 -0.2 0.2 -0.3
H 0.202071 -0.485260 0.692126 0.5 -0.3 -0.3
```
Forces are in eV/Å.

Output
relative energy (zero: lowest compared OMol25 entry of this formula, charge and spin): 31.9 kcal/mol
orbital gap: 8.8 eV
E_HOMO: -7.9 eV
DFT total energy: -806.19583 hartree

***

No. 3
DFT (ωB97M-V/def2-TZVPD) results for a structure of composition C14H13NPbS.

Geometry as XYZ:
```
30
Properties=species:S:1:pos:R:3:forces:R:3
Pb 0.070499 -1.141536 -1.629455 -0.2 3.9 2.0
C 0.591273 -0.900565 -3.836558 0.3 -1.8 -1.0
H 1.670558 -0.994977 -3.743232 0.0 0.1 0.0
H 0.102709 -1.809153 -4.191579 0.2 0.3 -0.3
H 0.231129 0.031088 -4.256634 -0.4 0.3 0.7
H -1.765714 0.534625 -2.362814 -0.2 -0.4 0.1
H -2.174010 -0.107732 -2.285233 0.0 0.2 -0.1
S 0.025418 0.805604 2.716214 0.0 -0.2 -1.1
C -0.541388 -0.867507 2.861914 0.2 0.2 0.2
C -0.758174 -1.640214 4.000409 -0.1 0.0 0.5
C -1.139980 -2.985811 3.866317 0.2 0.8 0.4
C -1.299699 -3.560037 2.610237 0.0 0.7 -0.9
C -1.078762 -2.772060 1.469353 -0.1 -0.1 0.2
C -0.703582 -1.427664 1.611712 0.3 -0.8 -0.9
N -0.341052 -0.532285 0.575606 -0.2 -0.9 -0.5
C 0.100017 0.683173 0.969316 -0.3 -1.3 0.1
C 0.547781 1.610804 -0.054035 0.6 1.7 1.0
C 1.002411 2.913223 0.323635 -0.3 -0.5 -0.4
C 1.463021 3.834536 -0.620715 -0.1 -0.4 -0.4
C 1.470308 3.443869 -1.972451 -0.3 -0.3 0.7
C 1.013531 2.136892 -2.323519 0.4 1.0 -0.3
C 0.554660 1.215621 -1.399180 0.3 -1.0 0.1
H -0.621193 -1.169312 4.978110 -0.1 -0.4 -0.2
H -1.320305 -3.593001 4.750766 0.1 0.2 -0.1
H -1.596698 -4.605300 2.522480 0.1 0.3 -0.1
H -1.188111 -3.206965 0.475196 0.0 0.0 0.1
H 0.988691 3.193468 1.368117 0.0 0.0 0.1
H 1.811608 4.836459 -0.317170 -0.2 -0.7 -0.2
H 1.832343 4.163742 -2.725528 -0.3 -0.7 0.3
H 1.052722 1.911014 -3.381269 0.0 -0.1 -0.1
```
Forces are in eV/Å.

Output
orbital gap (spin up / spin down): 4.2 / 3.8 eV
charge: +2
E_HOMO (spin up / spin down): -15.3 / -15.2 eV
DFT total energy: -1186.28465 hartree

***

No. 4
DFT (ωB97M-V/def2-TZVPD) results for a structure of composition C14H15BInN4OS3.

Geometry as XYZ:
```
39
Properties=species:S:1:pos:R:3:forces:R:3
In -0.234346 0.601830 0.601398 -0.6 0.6 1.1
S 0.168586 3.221236 1.445091 0.0 -0.5 -0.6
C -0.223060 2.931690 3.121463 -0.1 0.0 0.3
C -0.827291 3.975410 3.839911 0.1 0.0 0.0
C -1.122702 3.877187 5.187897 0.0 0.0 0.0
C -0.848470 2.693001 5.862122 0.0 0.0 0.0
C -0.287212 1.635431 5.168335 0.0 0.1 0.0
C 0.052626 1.723480 3.810542 -0.1 0.2 0.1
S 0.829618 0.336568 3.089122 -0.1 -0.3 -0.7
H -1.048754 4.888753 3.300665 0.0 0.0 0.0
H -1.573002 4.716694 5.708354 0.0 0.0 0.0
H -1.074056 2.591274 6.918793 0.0 0.0 0.0
H -0.081970 0.700521 5.675950 0.0 0.0 0.0
B 0.411230 -1.712319 -3.580835 0.0 0.2 -0.3
N 1.090189 -2.513097 -2.429617 0.2 -0.1 0.2
C 1.734926 -3.667448 -2.759079 0.1 -0.2 -0.1
C 2.287120 -4.197024 -1.631086 0.0 0.1 0.0
C 1.928716 -3.278931 -0.614943 -0.1 0.0 -0.3
N 1.198997 -2.267121 -1.142721 -0.1 0.1 0.2
N -0.247552 -0.342769 -3.271281 -0.3 0.1 0.1
C -1.088489 0.219368 -4.162449 -0.1 0.0 0.0
C -1.307701 1.532165 -3.800306 0.0 0.0 -0.1
C -0.539253 1.688464 -2.641748 0.0 -0.1 0.1
N 0.091867 0.557884 -2.332046 0.3 0.0 -0.1
H -0.447864 -2.430186 -4.052336 -0.1 0.0 0.0
H 1.282179 -1.521080 -4.412619 0.1 -0.1 0.0
H 1.738569 -4.019717 -3.777643 0.0 0.1 0.0
H 2.874460 -5.090837 -1.518543 0.0 0.0 0.0
H 1.906432 -2.528763 1.397975 -0.1 0.1 -0.1
H -1.468419 -0.345092 -4.998827 0.0 -0.1 0.0
H -1.940404 2.251663 -4.293212 0.0 0.0 0.0
H -0.423392 2.552430 -2.004168 0.0 0.0 0.0
C -3.503857 0.715666 0.233499 0.1 0.1 -0.2
O -2.371136 0.460615 0.971857 0.9 -0.1 0.1
H -3.380946 1.526112 -0.508736 0.0 0.0 0.0
H -4.333979 1.023862 0.897124 0.0 0.0 0.0
H -3.864180 -0.171145 -0.324340 0.0 0.1 0.0
S 3.099226 -4.572305 1.463837 -0.1 0.2 0.0
C 2.249297 -3.347971 0.771001 0.2 -0.2 0.1
```
Forces are in eV/Å.

Output
relative energy (zero: lowest compared OMol25 entry of this formula, charge and spin): 8.6 kcal/mol
orbital gap (spin up / spin down): 5.2 / 6.0 eV
charge: -2
E_HOMO (spin up / spin down): -0.7 / -1.5 eV
spin multiplicity: 2
DFT total energy: -2246.35821 hartree
<S²>: 0.757

***

No. 5
DFT (ωB97M-V/def2-TZVPD) results for a structure of composition C12H8IrNO2S4.

Geometry as XYZ:
```
28
Properties=species:S:1:pos:R:3:forces:R:3
Ir -0.463627 1.462726 -0.801525 3.0 -1.3 1.5
C -2.907980 -2.051876 -0.952608 0.2 1.4 -0.2
C -2.107230 -3.071083 -0.451965 1.3 -1.3 0.7
C -0.806956 -2.781700 -0.043151 -1.3 -0.3 -0.4
C -0.351411 -1.472525 -0.150963 2.7 -0.5 1.0
N -1.116392 -0.466985 -0.635865 -2.1 -1.0 -0.6
C -2.372463 -0.777473 -1.024349 -1.3 -2.2 0.1
C 0.958946 -0.980970 0.219466 -0.9 -1.1 -0.1
C 2.016174 -1.726286 0.755683 0.9 0.1 0.3
C 3.230021 -1.104365 1.064208 -0.6 -0.2 -0.2
C 3.394160 0.262046 0.839399 0.3 -0.1 0.1
C 2.344795 1.007390 0.306013 1.0 -1.7 0.7
C 1.134885 0.385793 -0.001160 0.9 1.7 -0.3
H -3.923579 -2.244587 -1.278842 0.1 0.2 0.0
H -2.491034 -4.084748 -0.379700 0.1 0.0 0.0
H -0.178139 -3.572147 0.347934 0.1 0.2 0.0
H -2.955399 0.054972 -1.407616 -0.1 -1.1 0.2
H 1.915079 -2.791187 0.940560 -0.1 0.1 0.0
H 4.048145 -1.687009 1.480378 -0.1 0.0 0.0
H 4.337465 0.745402 1.079150 -0.1 -0.1 0.0
H 2.457201 2.071936 0.125288 2.1 -3.6 1.5
S -1.395160 2.321524 1.325232 0.0 -0.8 1.9
S -2.240223 4.078885 1.868778 0.0 0.0 0.1
S -2.163596 5.123870 0.113478 -0.1 0.3 -0.4
S -1.288549 3.775394 -1.116887 -0.4 2.6 -1.0
O -2.159486 1.363250 -1.392483 -1.2 4.4 -2.2
O 1.949057 3.407900 -0.335660 8.0 10.2 0.9
C 1.135298 2.751851 -0.492794 -12.3 -6.0 -3.6
```
Forces are in eV/Å.

Output
orbital gap (spin up / spin down): 4.2 / 5.8 eV
charge: -1
E_HOMO (spin up / spin down): -1.4 / -4.3 eV
spin multiplicity: 6
DFT total energy: -2364.14469 hartree
<S²>: 8.801

***

No. 6
DFT (ωB97M-V/def2-TZVPD) results for the ion C4H9O2 with charge -1.

Geometry as XYZ:
```
15
Properties=species:S:1:pos:R:3:forces:R:3
C -0.436039 -1.766526 -0.783905 0.0 -0.7 -0.1
C -0.696696 -0.426767 -0.072686 0.0 0.0 -0.6
O -0.844105 -0.589252 1.265133 -0.4 -0.3 0.0
C 0.429415 0.575017 -0.450155 -0.5 -0.2 0.7
C 0.539269 1.658998 0.607092 0.7 0.3 0.1
O 0.884369 1.041253 1.823634 0.4 0.9 0.3
H 0.348655 -2.333028 -0.272879 0.1 0.2 0.2
H -1.327200 -2.400604 -0.737484 -0.1 0.1 0.0
H -0.135526 -1.707072 -1.839026 -0.1 0.3 0.0
H -1.605541 -0.020136 -0.604153 -0.1 0.0 0.4
H 1.374426 0.043102 -0.384006 0.4 -0.1 -0.3
H 0.248561 0.967668 -1.445652 0.2 0.1 -0.4
H -0.337063 2.322611 0.695884 -0.3 -0.4 0.0
H 1.353555 2.346697 0.336572 0.1 0.0 0.0
H 0.203925 0.288035 1.861632 -0.4 -0.3 -0.2
```
Forces are in eV/Å.

Output
relative energy (zero: lowest compared OMol25 entry of this formula, charge and spin): 35.4 kcal/mol
orbital gap: 7.6 eV
charge: -1
E_HOMO: -3.1 eV
DFT total energy: -308.28841 hartree